Model A:
Density functional theory data (ωB97M-V with the def2-TZVPD basis set) for C6H6F4N2 in the gas phase.

CARTESIAN COORDINATES (ANGSTROEM)
C (1.40860, -1.42888, 0.95412)
C (1.90827, -0.21146, 1.38146)
C (0.48187, -1.43770, 0.06304)
C (0.39855, 1.33772, 0.17172)
C (-0.46302, 0.26832, -0.60362)
C (-1.82216, 0.10653, 0.08478)
N (1.40959, 0.95319, 1.14482)
N (-0.60590, 0.38237, -1.96877)
F (-0.03888, -2.50109, -0.48003)
F (-1.66010, 0.09064, 1.37166)
F (-2.59032, 1.14907, -0.20275)
F (-2.49134, -0.98599, -0.30278)
H (1.79166, -2.30825, 1.37486)
H (2.86587, -0.06443, 1.88402)
H (1.08435, 1.85877, -0.56794)
H (-0.35973, 2.05877, 0.65371)
H (0.10302, 0.80127, -2.49825)
H (-1.42033, -0.06884, -2.46007)


Model B:
Density functional theory data (ωB97M-V with the def2-TZVPD basis set) for C6H6F4N2 in the gas phase.

Its SMILES is CC(F)(F)C(F)(F)n1ccnc1.

CARTESIAN COORDINATES (ANGSTROEM)
C (1.93071, -0.73385, -0.86467)
C (1.76527, -0.13620, 0.50825)
F (2.58104, -0.76094, 1.40911)
F (1.97165, 1.20159, 0.55554)
C (0.16847, -0.31958, 1.18265)
F (0.25055, 0.49837, 2.24327)
F (0.03615, -1.60519, 1.61465)
N (-0.90528, 0.06623, 0.33414)
C (-1.48386, 1.35169, 0.31717)
C (-2.42950, 1.32349, -0.72026)
N (-2.49313, 0.06153, -1.28513)
C (-1.58067, -0.63926, -0.64468)
H (1.25838, -0.31642, -1.57321)
H (1.66815, -1.85430, -0.75165)
H (2.87358, -0.55760, -1.26189)
H (-1.03553, 2.12898, 0.88681)
H (-3.12252, 2.01907, -1.03615)
H (-1.45343, -1.72762, -0.91394)


Stability, lowest: model A


Model A:
Density functional theory data (ωB97M-V with the def2-TZVPD basis set) for a molecular structure, C3H8BBr2Na5O3.

The net charge is +2.

CARTESIAN COORDINATES (ANGSTROEM)
Na (-6.61119, -16.32249, 13.58271)
Na (-12.75676, -15.33385, 11.88898)
Na (-9.80532, -13.17130, 10.84686)
Na (-9.34406, -18.51304, 12.22457)
Na (-8.63607, -13.72749, 14.17255)
C (-10.19734, -15.79305, 12.93336)
O (-10.87715, -16.71192, 12.50286)
O (-9.16249, -16.14806, 13.56165)
O (-10.49800, -14.58970, 12.70312)
B (-6.55072, -18.67888, 12.55138)
H (-5.66921, -18.89554, 11.96807)
H (-7.08704, -19.59160, 12.34273)
H (-6.33458, -18.45758, 13.58510)
H (-7.12634, -17.84604, 12.17816)
Br (-11.43356, -17.62017, 18.97613)
C (-10.60133, -17.24693, 17.16981)
C (-11.17950, -15.98430, 16.58579)
Br (-10.22409, -14.42254, 17.12927)
H (-10.87202, -18.13145, 16.59323)
H (-9.55038, -17.17790, 17.45058)
H (-12.21713, -15.68613, 16.73584)
H (-11.15603, -15.98503, 15.49604)


Model B:
Density functional theory data (ωB97M-V with the def2-TZVPD basis set) for a molecular structure, C3H8BBr2Na5O3.

The net charge is +2.

CARTESIAN COORDINATES (ANGSTROEM)
Na (2.26724, -2.05298, 0.37748)
Na (-0.14186, 1.67861, 3.20562)
Na (-2.66714, -0.55519, 1.87780)
Na (0.41392, 2.28544, -0.45849)
Na (0.20890, -2.77053, 3.30735)
C (0.02343, -0.27611, 0.80602)
O (-0.81864, 0.64555, 1.18082)
O (1.00681, 0.08574, 0.09908)
O (-0.02954, -1.50385, 1.27770)
B (1.41004, 3.39640, 1.84296)
H (1.82039, 3.22727, 2.97738)
H (1.81229, 2.57060, 1.07551)
H (0.20076, 3.34344, 1.88588)
H (1.64892, 4.50158, 1.44131)
Br (1.15702, -2.92442, -2.75712)
C (-0.44519, -2.05220, -2.05514)
C (-1.38314, -1.66897, -3.16301)
Br (-2.64760, -0.36284, -2.44278)
H (-0.12707, -1.17313, -1.50664)
H (-0.88205, -2.77500, -1.37197)
H (-1.95640, -2.46543, -3.62641)
H (-0.87110, -1.15398, -3.97336)


Stability, lowest: model A


Model A:
Density functional theory data (ωB97M-V with the def2-TZVPD basis set) for 5 unconnected molecules or ions with the total composition C3H16O4S.

Its SMILES is CCSC.O.O.O.O.

CARTESIAN COORDINATES (ANGSTROEM)
C (-1.84081, -0.27957, 0.84072)
C (-0.89570, 0.65649, 0.21854)
S (-1.58219, 1.70565, -1.11955)
C (-2.28639, 0.40784, -2.19317)
H (-1.42288, -0.82634, 1.68843)
H (-2.07239, -1.21930, 0.16011)
H (-2.75959, 0.19932, 1.14230)
H (-0.01632, 0.03140, -0.24431)
H (-0.46956, 1.31310, 1.00345)
H (-2.06977, -0.57505, -1.79676)
H (-3.28953, 0.55637, -2.10630)
H (-1.92747, 0.50289, -3.19548)
O (3.57272, 0.96107, 0.32004)
H (3.47215, 1.03678, 1.23936)
H (2.71805, 1.09125, 0.04290)
O (-1.09800, -3.32172, 1.13335)
H (-0.25137, -3.31170, 1.52490)
H (-1.73132, -3.09971, 1.88868)
O (1.52241, 2.77494, -1.24521)
H (2.07960, 2.54182, -2.03790)
H (1.17506, 3.61599, -1.21551)
O (2.98934, -1.86917, 1.25008)
H (2.73515, -1.55937, 2.07401)
H (3.44882, -1.33300, 0.62734)


Model B:
Density functional theory data (ωB97M-V with the def2-TZVPD basis set) for 5 unconnected molecules or ions with the total composition C3H16O4S.

Its SMILES is CCCS.O.O.O.O.

CARTESIAN COORDINATES (ANGSTROEM)
C (-2.47118, 1.11975, -1.31830)
C (-1.27127, 1.98814, -0.84289)
C (0.01174, 1.21682, -1.02462)
S (1.50691, 2.27917, -0.63288)
H (-3.50308, 1.41248, -0.80737)
H (-2.35731, 0.01625, -0.92088)
H (-2.55162, 1.24279, -2.44640)
H (-1.28019, 2.93681, -1.34348)
H (-1.39080, 2.23745, 0.23815)
H (0.20860, 0.87255, -1.91748)
H (0.20241, 0.40732, -0.22345)
H (2.22334, 1.49115, 0.20084)
O (1.44697, -0.91656, -1.88779)
H (2.07248, -0.27293, -2.29495)
H (1.76649, -1.79601, -2.20321)
O (0.41796, -2.46618, 2.49918)
H (0.46686, -1.80704, 1.88075)
H (0.26000, -3.29589, 2.23718)
O (-1.67030, -0.28960, 3.43375)
H (-2.20795, -1.07699, 3.37893)
H (-0.82449, -0.59972, 3.92531)
O (0.37844, -3.49824, -0.18238)
H (0.99775, -3.06786, -0.71944)
H (-0.39340, -3.75064, -0.64567)


Stability, lowest: model B


Model A:
Density functional theory data (ωB97M-V with the def2-TZVPD basis set) for a molecular structure, C7H12N3O.

The net charge is +1.

CARTESIAN COORDINATES (ANGSTROEM)
C (-1.24891, -3.68102, 0.71665)
C (-0.75760, -1.71241, 0.81388)
C (0.69595, 0.51761, -1.58740)
C (-0.65883, 0.12583, -1.03308)
C (1.75182, -0.09591, -0.62090)
C (-0.49349, 0.07281, 0.51475)
C (-1.29124, 0.71679, 1.52194)
N (-1.62659, -2.55315, 0.17331)
N (0.07192, -2.21781, 1.62581)
N (1.09816, 0.10907, 0.73364)
O (-0.16725, -3.58932, 1.48675)
H (-1.54363, -4.66945, 0.44964)
H (0.79480, 0.06567, -2.48515)
H (0.84781, 1.57671, -1.71128)
H (-1.42811, 0.81699, -1.38420)
H (-0.92621, -0.83840, -1.33470)
H (1.54542, -1.17770, -0.68302)
H (2.76218, 0.22633, -0.92317)
H (-1.01206, 1.80367, 1.43221)
H (-1.06543, 0.31941, 2.57317)
H (-2.29768, 0.55791, 1.12059)
H (1.47556, -0.52933, 1.35743)
H (1.43428, 0.99279, 1.10226)


Model B:
Density functional theory data (ωB97M-V with the def2-TZVPD basis set) for 2 unconnected molecules or ions with the total composition C7H12N3O.

The net charge is +1.

CARTESIAN COORDINATES (ANGSTROEM)
C (-0.53057, -0.62202, -0.33945)
C (-1.06699, 0.92765, -0.01139)
C (-2.76027, -0.60697, 0.13366)
C (1.95376, -0.46215, -1.14461)
C (1.62572, -1.81646, -1.53874)
C (0.61914, -0.89464, -0.92440)
C (-0.42217, 2.23398, -0.34081)
N (-1.67003, -1.32670, -0.23207)
N (-2.38036, 0.73871, 0.13577)
N (1.33121, -0.05431, 2.50675)
O (-3.85609, -1.02201, 0.33476)
H (2.52973, -0.32207, -0.25251)
H (2.39899, 0.24528, -1.94944)
H (1.21778, -1.88993, -2.65626)
H (1.88484, -2.71114, -1.12020)
H (0.33630, 2.11556, -1.14181)
H (-0.08345, 2.75682, 0.51975)
H (-1.24458, 3.00537, -0.59079)
H (-1.77710, -2.30078, -0.32395)
H (-2.94740, 1.51853, 0.42786)
H (1.06751, 0.92831, 2.76231)
H (2.40709, 0.07371, 2.40331)
H (1.36696, -0.51474, 3.34224)


Stability, lowest: model A